DFT (ωB97M-V with the def2-TZVPD basis set) results for C99H198Cl2F6N14O23S6 as an isolated structure.

The geometry in XYZ format:
```
348
Properties=species:S:1:pos:R:3:forces:R:3:lowdin_charge:R:1
Cl -4.9337 -1.6750 -0.9292 -0.031 -0.036 -0.066 -0.023
Cl 4.5980 -6.2865 -0.9057 0.679 0.056 0.343 0.097
S 2.4133 0.7540 -1.6399 1.522 3.179 -0.228 0.578
S 2.7498 3.3315 -0.5048 -0.236 -0.156 -1.377 0.482
S 0.5437 0.1008 -6.0024 -2.015 -1.226 -1.587 0.459
S -2.0653 0.8279 3.4230 0.622 3.850 1.331 0.391
S -1.8036 0.4016 -7.5149 1.297 -0.160 1.892 0.472
S -3.0458 2.6978 5.2758 -1.218 -1.638 -2.657 0.449
F 3.6262 4.3360 -1.4440 -0.332 -0.156 0.392 -0.230
F -0.0918 -0.8000 -4.8431 0.225 -0.280 0.291 -0.205
F -2.8107 1.4771 2.1941 0.426 0.033 -0.941 -0.179
F 1.5872 1.4963 -2.8604 1.264 -0.990 1.315 -0.210
F -3.4047 2.1006 6.6063 -0.506 -0.703 3.100 -0.148
F -1.3444 1.7446 -8.1651 -0.065 -0.214 -1.254 -0.142
O -3.7973 -0.6047 -3.9179 -2.290 5.102 1.742 0.128
O -0.1757 -3.3825 3.0401 2.400 0.720 0.463 0.182
O 3.7509 2.4471 -4.4013 2.020 -0.924 -2.382 0.180
O -4.2301 3.4048 4.9054 0.262 0.532 -0.223 -0.292
O 2.7568 7.0583 4.2395 1.978 -5.264 5.092 0.140
O 3.5830 -4.1298 -2.6047 -1.404 6.899 2.549 0.140
O -1.8288 3.3892 5.4821 0.826 0.316 -0.216 -0.278
O 1.3872 3.6112 -0.9017 0.839 -0.342 0.240 -0.312
O -0.8660 -3.5819 -6.6609 2.982 1.284 0.990 0.225
O -2.5038 0.9298 -6.3893 -0.595 -0.246 0.965 -0.311
O 3.1527 3.6666 0.8153 0.184 0.305 0.506 -0.291
O 1.3661 0.2604 -0.8149 -0.037 -0.002 0.322 -0.283
O -1.5086 -6.3266 -0.0756 -3.163 0.707 0.482 0.144
O -0.7712 1.4714 3.5122 -0.577 -0.702 -0.703 -0.310
O -2.5220 -0.4665 -8.3746 -0.153 0.208 -1.046 -0.274
O -6.8281 1.2720 3.9220 -0.551 -1.360 -1.208 0.227
O 2.2326 6.4509 -0.7214 1.394 -1.939 1.472 0.196
O -6.5310 6.5023 11.2713 -0.046 -0.604 -5.758 0.189
O 10.6218 -3.6980 -0.2150 0.133 2.151 0.954 0.228
O 1.8026 -0.4893 -6.2802 0.855 0.209 0.544 -0.279
O 3.3675 -0.1398 -2.2090 -0.589 -0.308 -0.366 -0.296
O -2.1620 -0.5433 3.2289 0.208 -3.328 -0.924 -0.285
O 0.3705 1.4046 -5.4870 0.515 1.077 0.234 -0.281
N -3.0415 1.2332 4.5381 0.035 1.514 1.270 -0.300
N 4.6673 2.3235 -5.1992 -1.845 2.058 3.508 0.052
N -2.6452 -6.1271 0.3422 3.483 -0.616 -0.705 0.031
N 1.8334 7.3942 -1.2236 -2.751 2.396 -2.275 0.027
N 3.4284 1.9810 -0.9980 -2.767 -1.717 -0.765 -0.285
N -4.2266 0.4782 -3.4555 2.319 -3.160 -1.051 0.087
N -1.8994 -3.9323 -7.0004 -1.539 -1.374 -0.963 0.028
N -7.3831 0.2621 3.6141 -0.631 -0.299 3.296 0.039
N 10.4180 -4.7392 -0.6564 0.491 -3.003 -2.200 -0.018
N -0.4065 -0.3046 -7.2152 -0.163 0.344 0.249 -0.306
N -6.5515 6.4920 10.0014 1.124 -0.067 5.772 0.053
N 3.6247 -5.1759 -2.9752 1.272 -9.085 -3.421 -0.213
N 0.8377 -2.9386 3.5350 -3.025 1.110 -1.433 0.041
N 3.0320 6.1788 5.2051 -3.794 5.534 -5.173 0.106
C -7.1386 7.7376 9.3556 1.879 0.960 -0.567 -0.405
C 3.6268 3.8203 5.1875 1.068 -0.345 0.280 0.012
C -9.1220 -2.0303 2.9967 -1.955 1.018 -1.603 -0.169
C 2.8935 -7.6315 -3.1854 -0.550 -0.319 -0.079 -0.140
C 4.2836 -5.1118 -5.3716 -0.541 0.130 0.082 -0.005
C 1.9982 9.8870 -1.6391 -0.780 -1.387 -1.805 -0.095
C -3.3157 -4.8095 -0.0364 -1.186 -2.813 -0.836 -0.418
C 0.8502 -2.8221 5.0049 0.682 -0.265 0.909 -0.425
C -1.8665 -8.0153 1.6680 0.587 0.867 0.567 -0.007
C 5.9818 1.5301 -3.2860 1.009 -1.826 -1.399 0.027
C -5.7963 5.3499 9.2826 1.818 1.554 -0.150 -0.398
C -4.5680 -4.4313 -7.8571 0.783 -0.963 -0.194 -0.137
C 2.4514 -6.1829 -2.9956 -1.303 0.517 -1.137 -0.470
C -4.2568 -7.9667 0.6827 -0.654 -0.431 -0.297 0.000
C -8.4624 7.2494 8.8300 0.224 -0.610 0.554 0.015
C -1.0463 -3.5563 -9.3514 1.780 0.569 1.088 -0.005
C 3.4841 5.8677 7.6848 -1.977 -1.214 -0.843 -0.111
C 4.9993 0.0046 -5.1259 0.110 -1.237 -0.467 -0.007
C 0.7433 9.6966 -2.5524 0.743 2.032 2.053 -0.153
C 12.2707 -4.2897 -2.2725 0.892 -0.310 -1.716 -0.034
C -4.9144 4.5389 10.3192 -0.320 1.427 -0.633 -0.001
C -5.4865 7.1816 7.3340 -1.306 -0.187 1.374 -0.150
C -6.4012 -0.2727 -4.0615 -1.345 -1.938 -0.372 -0.042
C -4.2465 -3.6960 -6.5202 -1.706 1.440 -1.802 -0.124
C -2.0695 0.4486 -2.2633 -0.505 0.409 -0.540 -0.004
C 6.9963 1.4696 -5.6420 -0.625 1.199 -0.387 -0.109
C 0.1027 -1.5128 5.4586 -0.093 -0.960 0.670 0.030
C -6.7031 0.4971 1.3412 1.251 0.724 0.437 -0.039
C 1.7143 -3.1258 1.2614 1.232 0.352 -0.588 -0.013
C -3.1389 -7.1852 1.3131 0.983 0.261 0.669 -0.433
C 6.8135 2.2519 -6.9377 -1.778 -0.471 0.604 -0.144
C 6.2077 3.6271 -6.6266 0.347 -1.377 -0.854 -0.098
C 3.8262 8.5946 -0.4903 -0.078 1.099 0.116 -0.005
C 2.2756 7.9726 6.8364 0.493 0.213 1.705 0.015
C -7.1681 -0.4714 2.3612 -0.706 -1.428 -0.471 -0.455
C 0.1969 7.3663 -1.6396 1.396 0.352 -0.875 -0.357
C -2.9705 -4.0813 -5.8728 0.697 -1.599 0.154 -0.411
C -7.2816 8.8008 10.4677 1.013 0.993 -0.590 -0.011
C 8.1265 -4.4268 0.0598 -0.325 -0.232 0.109 -0.030
C 8.6438 -6.5546 -1.4267 0.157 1.568 0.712 -0.082
C 4.0193 -7.9208 -4.2043 -1.636 0.454 -1.736 -0.167
C -3.8472 -4.1696 1.2290 -1.530 -0.380 0.249 -0.139
C -6.0828 8.2626 8.2657 -1.347 0.141 -1.255 -0.095
C -2.0075 -4.3933 -8.5354 -2.021 0.465 0.838 -0.406
C 1.6824 -5.9719 -1.7360 -0.120 -0.323 0.749 -0.104
C -5.6662 0.9744 -3.7194 1.397 -0.151 -1.776 -0.435
C -3.5734 -6.3512 2.5359 -1.472 1.923 -0.543 -0.078
C 2.4764 4.7837 5.0296 0.111 0.396 1.965 -0.432
C -0.4066 6.7321 -0.4431 -0.386 0.507 0.742 -0.020
C -0.2282 8.8109 -1.8824 -1.354 -1.627 -0.158 -0.149
C -4.8354 6.1787 8.2810 0.054 -1.474 -0.311 -0.107
C 1.4756 -5.6946 -4.1385 0.510 1.927 1.096 -0.003
C -4.6175 -5.1448 2.1815 0.871 -1.025 -0.750 -0.091
C 9.5948 -6.1722 1.0357 -2.481 -1.970 0.643 -0.010
C 3.3764 6.9231 6.5666 -0.232 -1.972 0.966 -0.430
C 3.3328 8.2222 -2.9992 1.456 0.122 0.278 0.016
C 5.6936 1.2790 -4.8172 1.441 1.382 0.021 -0.414
C 4.0917 4.6586 -5.5775 0.096 -0.247 0.020 0.000
C -2.5547 -3.2051 -4.7042 -0.551 -0.034 0.679 -0.021
C 11.5488 -5.3706 -1.5496 -0.346 -0.197 1.417 -0.420
C -6.1821 1.4605 -2.4250 -1.088 -0.105 1.629 -0.165
C 3.2356 -2.6562 3.2385 2.253 -0.085 -1.117 -0.143
C 3.3979 -2.2788 4.7204 0.380 0.616 -0.853 -0.166
C 0.1673 6.4410 -2.8900 1.860 1.039 -0.334 0.016
C 3.8911 2.9228 -7.3209 0.658 -2.247 0.152 0.019
C -5.3220 2.3457 -1.5841 -0.030 1.112 -0.566 -0.163
C 2.7498 8.5595 -1.5902 0.578 -0.420 0.407 -0.433
C -8.4981 -1.1833 1.8917 1.007 -0.174 0.112 -0.093
C 5.8626 -4.6213 -3.5244 0.328 0.139 0.219 -0.072
C 2.3331 -2.9971 5.4829 -0.788 -0.712 1.663 -0.119
C -5.6218 2.0633 -4.8213 -0.276 -0.311 0.130 0.030
C -4.4914 -5.2863 -1.0960 1.843 -0.487 1.256 0.055
C -3.4775 -4.0886 -8.8818 0.529 1.760 1.574 -0.114
C -6.1483 -1.6102 2.6235 1.022 0.823 0.662 0.011
C 0.0142 -3.9525 5.5605 1.084 -0.324 2.544 -0.022
C -1.7232 -5.8851 -8.4780 0.591 -0.084 -0.993 0.003
C -9.5696 -1.0475 4.0579 -0.369 -1.259 1.132 -0.141
C -7.6776 -1.2787 5.7950 0.384 0.866 -0.058 0.002
C 2.1879 4.9613 7.6927 0.575 -0.728 0.347 -0.140
C -3.9701 1.7229 -1.3458 -0.786 0.863 2.522 -0.175
C 1.9332 -2.3087 2.5851 -1.673 -1.216 -1.132 -0.392
C 4.7686 3.4534 -6.2528 -0.686 0.832 1.585 -0.424
C 1.7110 -0.8017 2.3931 0.973 0.701 1.821 0.025
C 4.7333 7.4533 6.3042 -0.417 2.252 -1.470 -0.013
C -2.7976 2.5648 -3.4575 0.454 -1.447 -0.377 0.043
C -8.4096 -0.3634 4.7680 0.114 1.103 0.755 -0.373
C 9.8815 -7.3512 -1.8725 -1.329 0.766 0.213 -0.161
C 9.1358 -5.5336 -0.2856 -0.191 0.732 0.068 -0.397
C 4.7893 -5.5619 -3.9379 0.661 -0.223 -2.517 -0.394
C -8.9052 0.8623 5.5638 -0.629 0.522 -0.837 -0.037
C -6.6721 4.4027 8.5367 -0.496 -1.888 -0.340 -0.029
C 5.2625 -7.0903 -4.0626 -1.555 1.321 3.063 -0.115
C 12.5964 -5.9095 -0.4941 -0.836 -2.199 0.052 0.013
C -2.2657 -4.0635 -0.6932 1.957 1.966 -1.573 -0.062
C 10.9021 -6.4193 -2.4798 1.225 -0.703 0.134 -0.120
C 1.5013 4.7664 6.3135 1.370 -1.176 0.274 -0.083
C -2.9090 -5.5854 -5.3933 -2.610 0.737 -1.230 0.025
C 1.6617 4.5170 3.8007 -1.034 0.843 0.904 0.003
C -3.2871 1.3044 -2.5556 2.158 0.868 -3.171 -0.413
H 4.1565 1.8836 -7.5028 0.002 -0.166 -0.376 0.095
H 12.9689 -4.9538 -2.8668 -0.391 1.214 0.289 0.135
H -10.1147 -1.6293 4.8824 0.420 1.132 -1.137 0.164
H -6.3236 9.0330 10.9643 0.095 -0.313 -0.596 0.101
H 11.7197 -7.0705 -2.7731 0.453 0.052 -0.150 0.134
H -3.4860 -2.9814 -8.8716 -0.142 -0.283 -0.606 0.123
H 0.7107 5.4848 6.2139 -0.330 0.394 -0.480 0.112
H -4.1808 -5.9862 -1.9089 0.505 1.036 0.397 0.097
H -6.6262 2.1652 -5.1782 -0.773 -0.340 -0.338 0.099
H 12.1102 -6.6791 0.1584 0.500 0.370 -0.678 0.082
H 4.3696 5.2366 7.6310 0.103 0.277 -0.330 0.111
H -3.0386 -3.6890 1.7519 0.643 -0.089 0.412 0.119
H 6.1145 1.7599 -7.6421 0.658 -0.034 0.245 0.121
H 12.9442 -5.1678 0.2194 0.137 0.424 -0.439 0.095
H 3.5303 6.3530 8.6375 0.130 0.612 0.448 0.126
H -2.0396 -8.5621 2.6060 -0.310 -0.297 -0.620 0.108
H 0.9709 9.4551 -3.5363 0.500 -0.463 -1.793 0.097
H -5.6478 0.7833 1.5500 -0.760 0.363 0.030 0.109
H 7.6709 -3.9152 -0.8198 0.607 -0.280 0.589 0.099
H 6.1118 -4.8289 -2.5112 0.020 -0.039 1.109 0.013
H 5.5963 -7.3224 -3.0503 0.657 0.050 -0.009 0.060
H 1.3178 7.6300 7.2448 0.417 -0.617 -0.058 0.094
H -0.8659 -4.1628 5.0505 -1.494 -0.155 -0.956 0.059
H 11.6875 -3.6810 -2.9882 0.107 -0.386 0.411 0.109
H 4.4039 -2.5360 5.0819 -0.370 -0.331 -0.170 0.133
H 6.0796 -7.2519 -4.7538 -0.227 0.282 -0.468 0.131
H 5.3766 6.7613 5.8235 0.588 -0.820 -0.364 0.093
H 12.8755 -3.6546 -1.6279 -0.129 -0.037 -0.048 0.098
H 5.2528 0.9764 -2.7403 -0.706 0.187 0.678 0.031
H -9.1921 -0.4462 1.5201 -0.435 0.448 0.171 0.124
H 1.4301 5.4553 8.2971 0.080 -0.080 0.283 0.103
H -7.4125 1.3391 1.3605 0.548 -0.065 -0.556 0.117
H 0.2125 10.6354 -2.5163 0.111 0.627 -0.667 0.129
H 1.9433 -8.1398 -3.5069 0.901 0.274 0.061 0.148
H -1.0870 -3.6253 -10.4162 -1.064 -0.475 -0.755 0.102
H 4.0485 0.0097 -4.6640 -1.405 0.170 0.060 0.050
H 3.5468 -7.6138 -5.1503 0.130 -0.209 -0.129 0.096
H 2.2346 4.4761 2.9215 0.740 -0.149 -1.236 0.055
H 3.5283 -5.7557 -5.8323 0.365 -0.160 0.257 0.066
H -10.2252 -0.3177 3.5674 -0.050 -0.077 0.469 0.136
H 2.2661 -0.2409 3.2063 -0.507 -0.593 -0.910 0.107
H 10.1889 -7.0769 0.9630 0.242 0.071 -0.337 0.074
H -1.5694 0.8695 -1.4096 0.451 0.308 0.197 0.098
H 13.4559 -6.4357 -1.0188 -1.074 0.914 0.530 0.136
H 2.7050 10.6609 -1.9389 -0.127 -0.102 -0.365 0.141
H -5.5271 3.8440 10.8789 -0.031 -0.218 0.019 0.094
H -1.0293 -7.3071 1.9687 -0.969 -0.756 -0.538 0.105
H -4.8136 7.5079 6.5141 -0.325 0.123 0.852 0.137
H -3.9274 -6.9326 3.3558 -0.675 -1.028 0.173 0.121
H 5.1167 -5.0472 -6.0723 0.209 -0.236 0.289 0.103
H 6.9199 0.9306 -3.1774 -0.414 0.831 0.257 0.115
H -2.3191 -2.1489 -4.8296 -0.406 -0.044 -0.790 0.072
H 0.5850 -4.8607 5.7033 0.227 -0.346 -0.504 0.096
H -3.5771 3.1802 -3.8490 -0.626 0.001 -0.325 0.049
H -6.5576 9.0809 7.6912 -0.445 -0.644 0.151 0.141
H 4.2612 3.9423 6.0742 -0.529 0.069 -0.017 0.088
H 2.5420 -4.1097 5.4961 -0.153 1.201 -0.054 0.145
H -2.1543 2.1777 -4.2841 -0.696 0.286 0.470 0.082
H 3.0613 -7.9677 -2.1821 0.647 -0.586 0.379 0.069
H -1.4857 6.7703 -0.5013 -0.340 -0.072 -0.302 0.112
H -0.9756 -2.4528 -9.1483 -0.478 -1.108 0.302 0.100
H -4.8797 -4.5670 3.0743 0.170 -0.395 0.030 0.099
H -4.2956 -8.9274 1.1519 -0.273 -0.446 0.986 0.103
H -8.8210 6.6249 9.6181 -0.798 -0.702 0.395 0.099
H -0.0612 -3.9906 -9.1781 0.333 0.313 0.243 0.091
H 10.2364 -7.6626 -0.9124 0.712 -0.951 0.266 0.086
H 2.6688 8.6743 7.6225 -0.094 -0.691 -0.723 0.135
H 2.4220 3.9712 8.2110 -0.294 1.293 -0.822 0.140
H -0.7952 6.1810 -3.2515 -1.302 0.154 0.172 0.083
H 4.9206 -0.1551 -6.2321 0.115 -0.201 1.068 0.126
H -5.3250 8.8260 8.7290 1.238 0.269 1.163 0.099
H 2.0989 -0.4603 1.4392 0.144 -0.338 -0.197 0.079
H -5.2555 3.3678 -2.0199 0.309 -0.591 -0.073 0.132
H -4.0947 -8.3237 -0.3293 0.251 0.663 -0.485 0.107
H 0.7025 6.8354 -3.8185 -0.455 -0.352 1.464 0.111
H -6.9881 -0.6374 6.4287 -0.739 -0.976 -0.757 0.113
H -7.1270 -2.0910 5.3237 0.022 -0.009 0.118 0.070
H -1.7214 -6.1732 -9.5381 0.370 -0.025 0.104 0.118
H -6.3456 6.6992 6.8606 0.169 -0.108 -0.328 0.101
H 4.1568 7.5058 -2.9131 -0.096 -0.023 0.369 0.090
H 10.5876 -5.9791 -3.4147 -0.411 0.432 -0.138 0.127
H -8.5240 -2.8109 3.3595 1.107 -0.934 0.559 0.085
H 3.8140 -4.1246 -5.4035 0.191 0.137 0.449 0.088
H -4.3883 5.3821 7.6582 0.112 0.184 0.490 0.126
H -6.1389 -0.8472 -4.9365 0.585 0.590 -0.823 0.082
H 3.0228 4.5717 -5.3998 0.112 -0.720 0.426 0.095
H 3.3745 -1.1913 4.8978 -0.344 -0.224 -0.310 0.115
H -5.5460 -4.2113 -8.3132 0.354 0.568 0.510 0.133
H 4.3447 3.8655 4.3596 -0.492 0.016 -0.185 0.111
H -3.4006 -3.2904 -3.9877 0.565 0.164 -0.256 0.109
H -0.7233 -6.1446 -8.0441 -1.036 0.124 -0.207 0.116
H -6.1996 -1.0501 -3.2891 -0.604 0.778 0.012 0.049
H 0.7061 -0.4371 2.4633 -0.816 -0.197 -0.081 0.064
H -3.3520 2.5134 -0.8835 0.095 -0.592 -0.032 0.144
H 3.1823 2.8359 5.2225 0.039 -0.366 -0.036 0.101
H -6.0003 3.4742 8.4338 -1.247 1.336 -0.419 0.130
H -2.5799 -6.4413 -8.1094 0.284 -0.073 0.572 0.076
H 2.6292 -2.9121 0.6249 -0.900 -0.582 0.794 0.123
H -3.4849 -5.6325 -4.4692 -0.288 0.105 -0.105 0.086
H 4.1852 -8.9741 -4.3983 0.173 -0.258 0.636 0.125
H -1.6583 -3.5797 -4.2429 0.322 -0.511 0.347 0.075
H -0.2611 -3.7280 6.6122 0.074 0.216 -0.648 0.123
H 1.6055 -4.2026 1.4828 0.517 0.417 -0.152 0.092
H 2.2295 -6.4438 -0.9354 0.133 0.485 0.545 0.010
H -4.0187 0.8542 -0.6530 -0.178 0.550 -0.306 0.084
H -7.4871 -0.0942 -4.2082 0.614 0.104 0.551 0.126
H -1.9708 -5.9066 -5.1277 2.551 -0.523 0.369 0.048
H -2.6073 -3.0603 -0.9421 -0.369 0.089 0.153 0.053
H 6.1023 2.5660 -2.9640 -0.018 -0.195 -0.253 0.104
H 0.5384 -0.5871 5.1335 -0.006 0.394 -0.475 0.073
H 6.7864 -4.7367 -4.0477 0.351 -0.085 -0.937 0.094
H 3.8346 9.1792 -3.2428 -0.414 -0.524 -0.474 0.117
H -3.3434 -6.3187 -6.1131 0.274 0.761 0.564 0.095
H 6.8442 4.1934 -5.9671 -0.103 0.312 0.479 0.136
H 4.3286 7.6560 -0.3564 0.554 -0.345 -0.341 0.077
H 1.5115 -4.9027 -1.6120 -0.004 -0.013 0.398 0.091
H -1.3518 -3.9368 -0.0900 -0.424 -0.082 0.099 0.096
H -4.6712 -5.5210 -7.6820 0.312 0.363 0.066 0.111
H 2.0121 8.5678 6.0074 0.145 0.635 -1.185 0.069
H 1.0413 3.7614 6.2588 0.116 0.495 -0.038 0.133
H -4.4405 -3.3103 0.8983 -0.204 -0.296 -0.158 0.027
H -4.4429 5.2277 11.0248 -0.060 -0.108 -0.054 0.090
H 7.7062 2.0611 -5.0998 0.256 0.456 0.819 0.114
H 1.5263 -6.2677 -5.0600 -0.161 0.110 0.072 0.084
H -3.6171 -4.4117 -9.8697 -0.565 -0.582 -1.351 0.121
H 8.6207 -6.5773 1.5413 1.681 1.025 -0.695 0.151
H -2.6882 -5.9237 2.9754 0.557 0.607 -0.074 0.105
H 6.1841 4.0726 -7.5913 0.022 1.140 -0.671 0.129
H 0.4704 -5.5661 -3.6841 0.403 -0.859 -0.612 0.075
H -5.1752 -3.8147 -5.9471 0.703 0.180 0.676 0.140
H 4.5238 9.4347 -0.7416 -0.415 -0.917 0.278 0.126
H -8.2326 -1.7297 0.9759 0.242 -0.143 0.421 0.140
H 1.6637 10.1678 -0.6838 -0.465 0.293 1.493 0.109
H -1.4112 0.3676 -3.1373 -0.138 -0.177 0.424 0.084
H -5.2265 -7.4633 0.7745 0.300 -0.327 -0.078 0.089
H 4.6485 4.9354 -4.7052 0.057 0.045 0.849 0.086
H -5.6090 -5.5377 1.7588 1.549 0.525 0.423 0.130
H 3.4458 -3.7258 3.0527 -0.306 0.133 0.556 0.138
H 5.4497 -0.8163 -4.5660 0.621 -0.099 -0.561 0.108
H 1.7244 -4.6166 -4.2714 -0.106 -0.647 -0.711 0.094
H -1.4842 -8.6424 0.8364 -0.462 0.212 0.708 0.108
H 3.3855 8.8109 0.5091 0.022 0.134 -0.739 0.105
H -9.7784 0.5731 6.1584 0.123 -0.195 -0.204 0.110
H 2.9333 2.8484 -6.9063 -1.802 0.267 0.075 0.084
H 0.8732 -2.8791 0.5940 0.079 0.505 0.761 0.082
H -5.7566 -1.8500 1.6437 -0.094 -0.223 -0.353 0.024
H -10.0197 -2.5459 2.5795 0.529 0.437 0.284 0.146
H -5.4147 3.0610 -4.4865 0.404 0.281 0.611 0.073
H 7.3334 -4.9645 0.5628 -0.480 0.013 -0.010 0.073
H -6.6159 -0.0372 0.4182 -0.381 -0.100 -0.819 0.024
H -7.1574 1.9500 -2.5243 0.052 -0.316 -0.514 0.155
H -4.8210 -4.3109 -1.4117 -0.778 0.119 -0.380 0.022
H -8.4958 6.7059 7.9115 0.427 -0.312 -0.637 0.085
H 4.5448 8.2888 5.6161 0.680 -0.003 -0.021 0.108
H -6.3333 0.5250 -1.8878 -0.291 0.120 0.537 0.071
H 2.3156 -2.6585 6.5470 0.103 -0.426 -0.659 0.147
H -0.9758 -1.6310 5.2299 0.723 0.398 -0.279 0.097
H 5.4718 -3.6215 -3.5956 0.392 0.548 -0.126 0.080
H 8.5444 -3.7241 0.8109 -0.303 -0.313 -0.707 0.099
H 1.0654 3.6062 3.9367 0.462 -0.055 0.053 0.106
H -7.8368 8.4621 11.3302 -1.037 0.252 -0.289 0.091
H -5.2792 -1.2727 3.2062 -0.154 0.242 -0.122 0.106
H -7.1851 4.6985 7.6048 0.987 0.173 0.141 0.093
H -2.5047 -0.4750 -1.9528 0.259 -1.114 0.240 0.040
H -9.2459 1.6740 4.8890 0.099 -0.460 0.283 0.104
H 7.7354 2.3808 -7.4226 1.269 0.048 -0.673 0.113
H -4.0632 6.6539 8.8854 0.116 -0.015 -0.020 0.127
H 0.6059 5.5215 -2.5407 0.431 -0.584 -0.270 0.065
H -8.4797 -1.7138 6.4364 0.654 0.389 -0.415 0.117
H -0.0940 5.7174 -0.2764 0.193 -0.433 0.026 0.076
H -5.1631 -5.9252 -0.5487 -0.850 0.597 0.221 0.048
H -1.9117 -4.4812 -1.6462 -0.307 -0.176 0.254 0.095
H 0.7291 -6.4775 -1.7639 -0.388 -0.103 -0.394 0.080
H -4.9917 1.8583 -5.6687 0.373 -0.404 -0.233 0.089
H 7.5268 0.5623 -5.7937 -0.053 -1.219 -0.177 0.120
H -4.0657 -2.5924 -6.7195 -0.859 -0.950 -0.015 0.148
H 10.1065 -5.4851 1.6761 0.069 0.498 0.474 0.092
H -0.5630 9.3561 -0.9957 -0.042 -0.610 0.288 0.136
H 3.9678 3.4119 -8.2389 -0.084 1.157 -1.302 0.108
H 8.1840 -5.8527 -2.1946 0.364 -1.337 0.599 0.117
H 2.7523 7.8109 -3.8414 -0.444 0.736 0.701 0.086
H -9.1594 8.0280 8.7806 -0.844 1.449 -0.218 0.095
H 4.0179 -2.2167 2.5542 -0.638 0.056 0.882 0.156
H 5.2292 7.8514 7.1570 0.125 0.175 0.924 0.109
H 0.1627 -1.5467 6.5665 0.158 0.046 -0.628 0.111
H -7.5159 4.0945 9.1431 -0.034 -0.262 0.526 0.095
H -0.1640 7.3668 0.4075 0.046 -0.178 0.347 0.102
H 9.6620 -8.2479 -2.4835 0.103 0.698 0.217 0.143
H -8.2033 1.3036 6.2600 0.438 -0.175 -0.067 0.076
H -4.0980 4.0333 9.7742 -0.626 0.100 0.069 0.104
H -7.5525 9.7939 9.9889 -0.364 -1.399 0.706 0.137
H 4.0865 5.5317 -6.1684 0.676 0.866 -1.410 0.090
H -2.1881 3.2700 -2.9034 0.241 -0.422 0.765 0.088
H -5.8640 2.5480 -0.6747 0.008 -0.204 0.628 0.106
H -6.5185 -2.4848 3.1398 -0.432 -0.069 -0.138 0.067
H -1.1209 8.6292 -2.5131 0.195 0.617 0.222 0.150
H 0.9144 5.3009 3.7279 -0.124 0.232 -0.294 0.099
H 7.8782 -7.2165 -0.9397 0.459 0.844 -0.564 0.136
```
Positions in Å, forces in eV/Å.

HOMO level   -16.85 eV
M   2330.04 g/mol
2S+1   1
Net charge   +6